This record from the OMol25 dataset describes C47H27MgN11 as an isolated structure in a non-equilibrium geometry. The level of theory is the ωB97M-V functional and the def2-TZVPD basis.

Each line ends with the Löwdin charge.
Geometry (Å):
Mg 0.3170 0.1935 -1.0117  0.6233
N -1.1611 0.8114 -4.0508  0.1846
N -0.8934 3.5852 -0.2685  0.1986
N -0.3339 -1.3944 0.6179  0.1480
N -1.8951 -2.5450 -0.7916  0.2083
N 1.7876 0.1876 1.5573  0.0847
N -1.2043 -0.6606 -2.1762  0.1041
N -0.6111 1.9205 -2.0211  0.1216
N 0.2459 -0.3050 4.4890  0.1385
N 1.9128 -0.1777 0.1594  -0.0239
N 1.9362 -0.3256 -2.4692  0.0825
N 0.3880 1.6579 0.4355  0.0981
C -1.9035 5.9351 -4.0434  -0.0861
C -4.1477 -2.2570 -5.3931  -0.0812
C 1.9886 -0.3956 -3.7778  -0.1175
C 3.5166 -2.3316 1.6628  -0.0953
C 0.8559 2.4206 2.5679  -0.0563
C -0.8253 4.2109 2.8246  0.0002
C -0.3559 2.8071 0.6520  -0.2178
C 2.5015 -2.1056 2.5437  -0.0613
C 0.1962 -1.6467 1.8331  -0.0801
C -0.2239 3.2369 2.0798  -0.0871
C 2.9872 -0.8832 -1.7477  -0.1529
C 4.1630 -1.3820 -3.8049  -0.0642
C -1.4505 3.2081 -3.8776  -0.0964
C 1.1240 1.3885 1.5319  -0.1348
C 2.5465 0.0259 5.9728  -0.0656
C -1.3997 -0.3459 -3.4818  -0.3080
C -1.9279 -1.7824 -1.8900  -0.2610
C 0.1715 -0.0799 5.7958  -0.1260
C -1.4885 3.8065 -5.1322  -0.0113
C 1.4307 2.7771 3.8049  0.0053
C -1.4690 -3.2558 1.5401  -0.0858
C -4.3916 -3.1985 -4.3763  -0.0753
C -1.3136 -2.3829 0.3597  -0.2457
C -0.4155 -3.3897 3.7276  -0.0109
C 1.2974 0.0550 6.5887  -0.0615
C -0.8887 3.1923 -1.5570  -0.2180
C -1.7183 5.2017 -5.2265  -0.0687
C -2.3506 -1.3233 -4.0655  -0.1054
C -3.1061 -1.3140 -5.2388  -0.0171
C 0.7296 3.6923 4.6353  -0.0745
C -1.0480 1.9230 -3.3707  -0.2768
C 1.4310 -0.4993 3.9088  -0.2441
C 2.9695 -0.8633 -0.2934  -0.2321
C 1.4850 -0.9920 2.4596  -0.2291
C -3.6423 -3.1986 -3.1630  0.0018
C -1.7451 5.3672 -2.7642  -0.0242
C 4.0862 -1.4761 -2.4217  -0.0006
C -1.4410 4.0129 -2.6861  -0.0979
C -2.6926 -2.1895 -3.0492  -0.1417
C -2.2343 -4.9236 3.0190  -0.0540
C 2.6239 -0.2271 4.6123  -0.0354
C 3.1084 -0.8534 -4.5372  -0.0365
C -0.3292 4.4031 4.1422  -0.0730
C -2.3710 -4.2631 1.7801  -0.0080
C -1.2764 -4.4807 3.9769  -0.0638
C -0.4596 -2.7554 2.4544  -0.0977
C 3.8135 -1.7627 0.4038  -0.0494
H 1.1078 -0.0341 -4.3856  0.1165
H 0.2264 -3.0090 4.4931  0.0881
H 3.0257 -0.8523 -5.6130  0.1002
H -2.8328 -5.7560 3.1929  0.0748
H 1.1058 3.9526 5.6317  0.1118
H 2.4064 -2.8108 3.3837  0.1214
H -1.0559 -5.1153 4.8363  0.0982
H -3.7446 -3.9599 -2.4150  0.0990
H 4.2272 -3.0451 2.0022  0.0932
H -5.0611 -4.0109 -4.5153  0.0810
H 3.5991 -0.2758 4.1002  0.1333
H -2.1833 6.9777 -4.1620  0.0961
H 1.2167 0.2152 7.6254  0.0871
H -1.9424 5.9218 -1.8166  0.1225
H -2.8012 -0.7060 -6.1088  0.1131
H -3.0928 -4.5362 1.0573  0.1014
H 4.5823 -2.2138 -0.1706  0.0559
H 4.8997 -1.9618 -1.8987  0.1012
H 2.3417 2.2929 4.1701  0.1047
H -4.8200 -2.2277 -6.2298  0.0889
H -0.9197 5.0840 4.7675  0.1110
H -0.8228 -0.0205 6.2132  0.1091
H -1.5820 4.8058 2.3550  0.1124
H 5.0096 -1.8001 -4.3244  0.1051
H 3.4666 0.2256 6.5787  0.1255
H -1.8157 5.6324 -6.2059  0.0938
H -1.4396 3.1741 -6.0113  0.1091

Computed properties:
Charge   0
HOMO level (alpha / beta)   -5.8 / -5.8 eV
LUMO (alpha / beta)   -0.0744 / -0.0743 Eh
Relative energy (zero: lowest compared OMol25 entry of this formula, charge and spin)   15.33 kcal per mole